No. 1
Here is a structure of composition C8H21FKO7S2 in a non-equilibrium geometry from the OMol25 dataset. Energies are from ωB97M-V with the def2-TZVPD basis set.

The relative energy (zero: lowest compared OMol25 entry of this formula, charge and spin) is 136.4 kcal per mole. As for the LUMO energy: 0.51 eV. The spin multiplicity is 1. As for the net charge: -1. The maximum force is 4.15 eV Å⁻¹. The calculation puts the total energy at -2340.05429 Eh.

Each line ends with the Löwdin charge.
Geometry (Å):
K -13.01531 2.13762 13.57438  0.89
S -16.73271 3.18646 18.62751  0.66
S -11.58317 -1.34296 6.19199  0.73
F -8.67942 4.49774 12.83850  -0.97
O -17.49612 2.27666 17.50865  -0.31
O -11.76227 -0.77474 7.52203  -0.29
O -10.26173 -1.82487 5.69495  -0.31
O -15.30731 2.97528 18.59930  -0.30
O -15.81667 5.73933 11.39671  -0.45
O -17.52137 2.99717 19.85292  -0.32
O -12.76162 -2.51923 5.92499  -0.27
C -17.82395 0.87871 17.80729  -0.20
C -17.06923 3.93651 10.27712  -0.16
C -17.09386 4.88519 17.85478  -0.06
C -12.67488 -2.85797 3.36191  -0.09
C -16.90955 5.50136 10.51866  -0.52
C -12.81592 -3.35860 4.79034  -0.30
C -12.32364 -0.11353 4.99887  -0.10
C -16.54979 0.07345 17.41395  -0.07
H -13.70952 -3.98092 4.74262  0.12
H -16.85405 -0.96960 17.50085  0.07
H -17.24300 3.40251 11.21133  0.02
H -15.72552 0.29490 18.09192  0.07
H -17.98826 3.58716 9.80653  0.02
H -12.53367 -3.60144 2.57742  0.08
H -17.10712 4.79511 16.76859  0.07
H -11.77054 -0.29810 4.07793  0.04
H -18.06736 5.14706 18.26930  0.06
H -11.86318 -2.17419 3.11354  0.06
H -16.18052 3.58393 9.75368  0.04
H -16.20448 0.15330 16.38318  0.07
H -13.58149 -2.27987 3.18313  0.08
H -12.04809 0.80574 5.51569  0.06
H -16.41176 5.77528 9.58845  0.05
H -17.96297 0.91069 18.88791  0.10
H -17.86177 6.03097 10.54869  0.06
H -16.31692 5.56443 18.20563  0.06
H -12.07742 -4.15359 4.89388  0.11
H -18.66311 0.47326 17.24203  0.12
H -13.38422 -0.17862 4.75590  0.07

***

No. 2
Here is a structure of composition C8H21N in a non-equilibrium geometry from the OMol25 dataset. Energies are from ωB97M-V with the def2-TZVPD basis set.

The relative energy (zero: lowest compared OMol25 entry of this formula, charge and spin) is 68.1 kcal per mole. As for the LUMO energy: 0.80 eV. The spin multiplicity is 1. As for the net charge: 0. The maximum force is 5.68 eV Å⁻¹. The calculation puts the total energy at -372.04945 Eh.

Each line ends with the Löwdin charge.
Geometry (Å):
N -0.11797 -0.88486 0.81458  -0.27
C -1.08368 2.41479 0.22409  -0.12
C 0.69136 -0.60875 1.98906  -0.10
C 1.86490 -2.10890 -0.49750  -0.11
C -1.17727 1.06212 -1.87956  -0.13
C -1.51026 -1.14327 1.13655  -0.11
C 1.01835 1.95228 -1.05625  -0.13
C 0.50980 -2.37612 0.10973  -0.12
C -0.34885 1.43257 -0.66490  -0.55
H -1.33951 1.92436 -2.53616  0.07
H -0.67734 0.28626 -2.46409  0.07
H 2.64749 -2.09865 0.26029  0.07
H 0.70191 -1.46007 2.68170  0.09
H -2.06467 -1.28822 0.21119  0.08
H 0.31117 0.28731 2.48105  0.09
H -2.04775 2.01783 0.54441  0.06
H 0.94400 2.83149 -1.70574  0.07
H 1.59808 2.23633 -0.17792  0.07
H -2.15059 0.67210 -1.58091  0.06
H -1.29337 3.35523 -0.30032  0.07
H 1.87767 -1.13894 -1.00898  0.07
H -0.01628 0.13666 -0.18075  0.15
H -0.49864 2.67448 1.10698  0.06
H -1.93571 -0.27880 1.64783  0.08
H 2.13022 -2.86903 -1.23626  0.08
H 0.53264 -3.15309 0.88233  0.10
H 1.71398 -0.40314 1.68207  0.08
H -0.23523 -2.62640 -0.64533  0.10
H -1.62686 -2.03555 1.76508  0.09
H 1.58242 1.18998 -1.60228  0.06

***

No. 3
Here is a cluster of 3 separate species, C8H21N2O2 in total in a non-equilibrium geometry from the OMol25 dataset. Energies are from ωB97M-V with the def2-TZVPD basis set.

The relative energy (zero: lowest compared OMol25 entry of this formula, charge and spin) is 25.9 kcal per mole. As for the LUMO energy: -6.25 eV. The spin multiplicity is 1. As for the net charge: +1. The maximum force is 4.12 eV Å⁻¹. The calculation puts the total energy at -577.03728 Eh.

Each line ends with the Löwdin charge.
Geometry (Å):
O -2.87156 3.87565 -0.56112  0.18
O 0.60764 1.35209 -0.63023  -0.09
N 1.58620 0.42244 -2.97134  0.04
N 0.05741 0.63270 1.50630  0.12
C 1.56295 -0.79276 0.32860  -0.09
C 1.45016 -1.78170 1.44851  -0.20
C -1.45118 -4.26034 0.58123  -0.09
C -0.68810 5.08119 -0.29591  0.02
C -1.53874 3.93600 -0.51837  0.01
C 0.70728 -3.13634 1.03509  -0.24
C -0.72311 -2.92487 0.77660  -0.32
C 0.78018 0.34336 0.36190  -0.40
H 0.97182 -0.34350 -2.71251  0.05
H -0.77432 -2.27447 -0.12485  0.11
H 0.85044 -3.98374 1.69685  0.11
H 0.32811 0.28670 2.36264  0.05
H 0.99968 0.99841 -1.57912  0.06
H -1.09092 3.02786 -0.69186  0.10
H 0.41936 4.93825 -0.24080  0.14
H 1.15909 -3.46189 0.03046  0.13
H -1.12974 -2.30204 1.48510  0.07
H 2.41024 -0.99289 -0.33298  0.11
H -1.57960 -4.79434 1.51313  0.07
H -0.42563 1.53875 1.47641  0.09
H -3.40129 4.74328 -0.49825  0.21
H 0.96594 -1.48905 2.40657  0.10
H -0.83063 5.75340 -1.17142  0.14
H 1.01229 1.08784 -3.48468  0.05
H -0.68112 -4.91448 0.11842  0.08
H -2.37583 -4.16940 0.04093  0.06
H 2.37000 0.16088 -3.58179  0.08
H 2.48789 -2.14031 1.66032  0.11
H -1.16492 5.58334 0.56616  0.13

***

No. 4
Here is a cluster of 2 separate species, C8H21N2Si in total in a non-equilibrium geometry from the OMol25 dataset. Energies are from ωB97M-V with the def2-TZVPD basis set.

The relative energy (zero: lowest compared OMol25 entry of this formula, charge and spin) is 18.6 kcal per mole. As for the LUMO energy: -4.32 eV. The spin multiplicity is 1. As for the net charge: +1. The maximum force is 1.34 eV Å⁻¹. The calculation puts the total energy at -716.15100 Eh.

Each line ends with the Löwdin charge.
Geometry (Å):
Si 1.11592 -1.36148 -0.57254  0.70
N 0.50732 -0.73734 -2.24166  -0.21
N 0.48826 -0.25887 0.55202  -0.25
C -3.30633 -0.01494 1.17106  -0.07
C 0.17361 -0.73076 1.90127  -0.29
C 0.53753 1.20109 0.41566  -0.27
C -0.90382 -0.53655 -2.34880  -0.05
C 1.34067 -0.60401 2.86935  -0.07
C 1.83172 1.72130 -0.18789  -0.08
C -3.14934 1.06390 0.43214  -0.08
C 1.28142 -0.51579 -3.21079  0.10
H -2.96753 2.03142 0.86846  0.06
H 0.40887 -2.62968 -0.48914  0.00
H 0.91779 -0.16198 -4.16842  0.12
H 1.84980 2.80668 -0.14036  0.09
H 2.55006 -1.46192 -0.84152  -0.01
H 2.20509 -1.14627 2.49262  0.07
H 2.34237 -0.67659 -3.09790  0.10
H 1.06297 -1.02129 3.83328  0.08
H -3.26195 0.02114 2.24739  0.05
H 2.68590 1.33879 0.36307  0.08
H -1.19966 0.23866 -1.64283  0.07
H 1.62361 0.43405 3.02065  0.07
H -0.68358 -0.16100 2.26436  0.10
H -0.12208 -1.77804 1.83329  0.10
H -0.31443 1.52922 -0.19067  0.09
H -3.50000 -0.98528 0.74474  0.05
H -1.41781 -1.45008 -2.05338  0.11
H 0.40838 1.62999 1.40784  0.12
H -1.20359 -0.25121 -3.35644  0.11
H 1.93057 1.43207 -1.23139  0.05
H -3.23170 1.03476 -0.64345  0.04

***

No. 5
Here is a cluster of 2 separate species, C8H21N3P in total in a non-equilibrium geometry from the OMol25 dataset. Energies are from ωB97M-V with the def2-TZVPD basis set.

The relative energy (zero: lowest compared OMol25 entry of this formula, charge and spin) is 82.6 kcal per mole. As for the LUMO energy (spin up / spin down): -3.02 / -3.95 eV. The spin multiplicity is 1. As for the net charge: +1. The maximum force is 5.52 eV Å⁻¹. The calculation puts the total energy at -822.61267 Eh.

Each line ends with the Löwdin charge.
Geometry (Å):
P -1.46802 2.67560 -0.25869  0.86
N -2.87855 -1.58919 -0.92266  0.18
N -2.51230 0.20271 0.44735  0.04
N -3.71138 -1.59941 1.25736  0.18
C 2.37083 1.96151 -0.03705  -0.04
C 2.38652 -1.85916 0.63007  -0.19
C -1.80584 0.94368 -0.44423  -0.45
C 1.50245 0.28329 -1.65568  -0.08
C -3.08524 -0.94502 0.20317  -0.44
C 1.85595 0.58226 -0.26586  -0.67
C 2.80623 -0.52080 0.31036  -0.26
C 0.61486 0.32986 0.58866  0.07
H 0.37456 1.19365 1.27555  0.07
H 2.86716 2.28578 -0.90354  0.08
H 1.79948 -2.54610 -0.05243  0.09
H -1.66954 2.84235 1.09767  -0.09
H 1.13524 -0.81212 -1.76038  0.11
H 1.75279 -2.03744 1.55484  0.08
H 2.38401 0.09778 -2.36002  0.12
H 3.09497 1.96207 0.81377  0.10
H -2.44191 0.52354 1.37132  0.14
H 0.81720 1.02888 -1.98597  0.06
H -1.70184 0.62900 -1.47278  0.05
H -2.72488 3.00512 -0.29564  -0.15
H 1.48361 2.48583 0.33491  0.05
H -3.40376 -2.46809 -1.26176  0.18
H -4.21139 -1.04363 1.90295  0.10
H 3.15743 -0.02401 1.24385  0.12
H 0.34745 -0.69922 0.82826  0.06
H -2.28219 -1.19424 -1.75474  0.17
H -3.95919 -2.59054 1.19234  0.13
H 3.38473 -2.41669 0.87361  0.12
H 3.72056 -0.68724 -0.49460  0.18

***

No. 6
Here is the ion C8H21N4O with charge +1 in a non-equilibrium geometry from the OMol25 dataset. Energies are from ωB97M-V with the def2-TZVPD basis set.

The relative energy (zero: lowest compared OMol25 entry of this formula, charge and spin) is 86.4 kcal per mole. As for the LUMO energy: -3.26 eV. The spin multiplicity is 1. As for the net charge: +1. The maximum force is 4.73 eV Å⁻¹. The calculation puts the total energy at -611.26410 Eh.

Each line ends with the Löwdin charge.
Geometry (Å):
O 1.31508 1.87813 1.18920  -0.21
N 0.81508 -1.12414 1.63216  0.04
N -0.09460 1.72859 -0.89425  -0.10
N 1.19242 -3.35540 0.72861  0.03
N -1.02879 -2.87835 1.60827  0.03
C -1.33423 -0.61347 -0.85461  -0.20
C 0.73593 2.90580 2.06915  -0.10
C -0.00429 1.15644 -2.32396  -0.08
C -1.06437 -0.13209 -2.43360  -0.12
C 0.12071 -2.25023 0.83771  -0.58
C -0.23900 -1.82414 -0.70478  -0.11
C -1.06301 0.84106 -0.14846  -0.09
C 1.17540 2.21382 -0.23514  -0.13
H 2.09828 1.73916 -0.82439  0.17
H 2.01129 -2.84380 0.28195  0.09
H -0.56883 -3.67255 2.14712  0.09
H -0.43062 -0.94527 -2.99072  0.12
H 1.51551 -1.52276 2.29922  0.09
H -1.04447 0.78159 1.01913  0.13
H -1.37642 -2.24178 2.37988  0.08
H 0.59804 3.96100 1.57211  0.11
H -0.65072 2.61675 -1.04315  0.18
H 1.25795 3.38844 -0.42537  0.17
H -0.71920 -2.78823 -1.21886  0.15
H -0.44096 1.95969 -3.05919  0.14
H -0.33469 2.55640 2.42696  0.10
H 0.82440 -3.99383 -0.01047  0.08
H -2.05617 0.11737 -3.02553  0.14
H 1.39230 3.08524 3.04784  0.13
H 0.77508 -1.62913 -1.30349  0.13
H -2.09715 1.40130 -0.34974  0.16
H 0.10575 -0.64924 2.23898  0.06
H -2.47980 -0.84981 -0.89730  0.16
H 1.09413 0.98345 -2.73528  0.16

***

Q: maximum force of number 4 (C8H21N2Si)?
A: 1.34 eV Å⁻¹

***

Q: Among the records above, which one has the lowest relative energy (zero: lowest compared OMol25 entry of this formula, charge and spin)?
A: C8H21N2Si